Below is a molecular structure, C22H55GaN3O3, with properties calculated with the ωB97M-V functional and the def2-TZVPD basis.

```
84
Properties=species:S:1:pos:R:3:forces:R:3
C 6.355 1.493 -0.362 -0.07 -0.09 -0.06
C 5.020 1.677 -1.073 -0.03 0.03 0.02
C 4.459 0.380 -1.640 -0.05 -0.06 0.08
C 3.144 0.564 -2.392 -0.07 0.03 0.10
C 2.733 -0.645 -3.236 0.00 -0.03 0.00
C 1.934 -1.711 -2.452 0.06 -0.07 0.00
C 0.487 -1.932 -2.946 0.06 0.02 0.08
Ga -0.907 -1.264 -1.610 -0.13 0.18 -0.15
C -1.440 -2.673 -0.226 0.02 0.04 0.08
N -0.978 -2.407 1.170 0.02 -0.03 0.05
C -2.648 -0.598 -2.454 0.14 -0.12 0.09
C -3.421 0.313 -1.494 -0.08 0.03 -0.01
C -4.941 0.142 -1.554 -0.02 0.00 -0.10
C -5.704 1.218 -0.780 0.04 0.07 0.08
C -5.819 2.531 -1.562 -0.05 0.01 0.01
O -5.518 3.696 -0.801 -0.08 0.03 -0.02
C -6.522 4.004 0.131 0.02 -0.05 0.05
H 7.129 1.191 -1.073 0.03 0.03 0.03
H 6.676 2.403 0.146 0.06 -0.03 -0.01
H 6.277 0.696 0.383 0.02 0.04 0.05
H 5.134 2.397 -1.892 -0.01 0.03 0.05
H 4.292 2.110 -0.379 -0.01 0.00 -0.03
H 4.306 -0.325 -0.813 0.04 -0.06 -0.07
H 5.203 -0.078 -2.304 0.01 0.04 -0.02
H 2.348 0.746 -1.663 -0.01 0.15 -0.09
H 3.212 1.464 -3.016 0.08 -0.05 -0.04
H 3.635 -1.098 -3.666 -0.01 0.06 -0.06
H 2.136 -0.298 -4.082 -0.05 -0.04 0.04
H 2.488 -2.657 -2.466 0.01 0.01 -0.03
H 1.924 -1.396 -1.402 0.02 -0.06 0.02
H 0.348 -1.427 -3.910 -0.01 -0.03 0.00
H 0.324 -2.998 -3.142 -0.05 0.02 0.00
H -0.240 -0.028 -0.761 0.05 -0.03 0.04
H -2.535 -2.731 -0.207 0.01 -0.08 -0.07
H -1.077 -3.659 -0.544 -0.04 0.00 0.01
H -0.555 -1.484 1.201 -0.01 -0.05 0.00
H -0.238 -3.051 1.425 -0.02 0.02 -0.03
H -2.461 -0.088 -3.405 -0.10 0.00 -0.03
H -3.266 -1.478 -2.681 0.04 0.00 -0.04
H -3.168 1.363 -1.689 0.04 -0.03 0.02
H -3.118 0.133 -0.454 -0.01 0.01 0.00
H -5.261 0.149 -2.604 -0.03 -0.02 0.02
H -5.195 -0.846 -1.158 0.02 0.00 -0.04
H -6.695 0.851 -0.497 0.01 0.06 0.03
H -5.162 1.438 0.146 -0.01 -0.06 0.02
H -6.832 2.646 -1.978 0.07 -0.05 -0.07
H -5.112 2.533 -2.392 0.03 0.02 0.05
H -6.647 3.212 0.879 0.00 0.03 -0.03
H -6.228 4.921 0.641 -0.01 -0.02 -0.02
H -7.491 4.167 -0.364 0.04 -0.01 0.00
C -5.559 -5.345 -0.684 0.00 -0.01 -0.02
C -4.364 -5.160 0.247 -0.02 0.08 -0.04
C -4.000 -6.405 1.059 0.05 -0.02 -0.03
O -4.886 -6.714 2.126 -0.04 0.00 -0.01
C -6.042 -7.430 1.762 0.03 -0.01 0.02
N -4.583 -3.979 1.075 0.02 -0.10 0.16
H -6.501 -5.292 -0.136 0.00 -0.02 0.01
H -5.570 -4.546 -1.425 -0.01 0.02 0.02
H -5.518 -6.304 -1.208 0.00 0.00 0.00
H -3.487 -4.948 -0.374 0.01 -0.03 0.01
H -3.031 -6.231 1.531 -0.02 0.01 0.03
H -3.903 -7.280 0.400 0.00 0.02 -0.01
H -5.825 -8.161 0.973 -0.01 -0.01 0.00
H -6.847 -6.777 1.413 0.01 0.00 -0.02
H -6.389 -7.964 2.647 -0.01 0.00 0.00
H -3.721 -3.727 1.553 0.01 0.16 -0.11
H -5.258 -4.210 1.798 0.02 0.01 0.00
C 6.603 6.112 4.474 0.00 0.00 0.01
C 6.413 6.159 2.962 0.01 0.05 0.00
C 6.006 4.820 2.339 -0.04 -0.04 -0.04
O 7.045 3.863 2.265 0.08 0.10 0.06
C 7.260 3.096 3.431 -0.05 -0.07 -0.05
N 7.613 6.730 2.348 -0.01 -0.03 -0.04
H 7.556 5.651 4.737 -0.01 -0.02 -0.01
H 6.609 7.123 4.880 0.02 0.00 -0.01
H 5.804 5.548 4.959 0.00 0.00 0.00
H 5.586 6.846 2.752 -0.02 -0.02 0.01
H 5.708 5.002 1.303 0.01 -0.02 0.00
H 5.140 4.395 2.864 0.01 0.02 0.02
H 6.319 2.900 3.954 0.01 -0.01 0.00
H 7.953 3.580 4.125 -0.02 0.01 0.01
H 7.690 2.145 3.117 0.00 0.00 0.00
H 7.443 6.905 1.362 -0.01 0.02 0.01
H 8.348 6.029 2.373 0.00 0.01 0.02
```
Positions in Å, forces in eV/Å.

Summary:
Net charge: -1
E_HOMO: -4.092 eV
Gap between HOMO and LUMO: 6.416 eV
LUMO energy: 2.3 eV
Maximum force: 0.267 eV/A

***

Below is C3H3NO2 in the gas phase in a non-equilibrium geometry, with properties calculated with the ωB97M-V functional and the def2-TZVPD basis.

```
9
Properties=species:S:1:pos:R:3:forces:R:3
N -2.698 0.997 -0.083 -0.69 0.58 0.22
C -1.757 0.357 0.003 -0.87 0.11 -0.83
C -0.564 -0.418 -0.099 0.70 0.03 2.58
O -0.596 -1.625 -0.167 0.52 0.81 -0.32
C 0.713 0.439 0.027 0.69 -2.93 1.33
O 1.779 -0.450 0.225 0.31 -2.45 -0.39
H 0.610 0.882 -0.903 0.83 1.02 -2.72
H 1.040 1.246 0.686 -1.83 0.25 0.63
H 1.472 -1.429 0.311 0.34 2.58 -0.51
```
Positions in Å, forces in eV/Å.

Summary:
Energy relative to the best compared isomer or geometry (same formula, charge and spin): 61.1 kcal per mole
E_HOMO: -10.911 eV
Gap between HOMO and LUMO: 10.077 eV
LUMO energy: -0.8 eV
Maximum force: 3.290 eV/A
SMILES string: N#CC(=O)CO